{
  "formula": "C27H40GeN9O5Y",
  "method": "ωB97M-V/def2-TZVPD",
  "symbols": ["Y", "N", "C", "N", "C", "N", "N", "C", "C", "C", "C", "C", "C", "N", "C", "C", "C", "C", "C", "C", "H", "H", "H", "H", "H", "H", "H", "H", "H", "H", "H", "C", "N", "C", "C", "O", "C", "O", "C", "C", "O", "N", "C", "C", "H", "H", "H", "H", "H", "H", "H", "H", "H", "H", "H", "H", "H", "H", "H", "H", "N", "N", "C", "O", "O", "H", "H", "H", "C", "Ge", "C", "C", "C", "H", "H", "H", "H", "H", "H", "H", "H", "H", "H"],
  "xyz": [[0.76, -0.15, -0.33], [-3.93, -0.14, -1.27], [-2.73, 0.12, -0.73], [-1.61, -0.29, -1.20], [-1.60, -1.13, -2.36], [-0.48, -1.56, -2.84], [0.64, -1.19, -2.22], [1.85, -1.65, -2.81], [3.03, -1.21, -2.30], [4.33, -1.59, -2.85], [5.47, -1.09, -2.34], [5.43, -0.16, -1.23], [4.20, 0.15, -0.74], [3.02, -0.33, -1.18], [-2.89, -1.54, -2.94], [-3.02, -2.41, -4.01], [-4.27, -2.77, -4.49], [-5.42, -2.27, -3.91], [-5.32, -1.40, -2.83], [-4.07, -1.04, -2.36], [-4.76, 0.12, -0.76], [-2.74, 0.73, 0.17], [1.81, -2.30, -3.67], [4.34, -2.28, -3.69], [6.42, -1.38, -2.77], [6.32, 0.27, -0.81], [4.13, 0.84, 0.10], [-2.11, -2.80, -4.46], [-4.35, -3.45, -5.33], [-6.40, -2.55, -4.27], [-6.21, -1.00, -2.36], [3.62, 1.80, 3.18], [2.22, 2.22, 3.19], [1.61, 2.49, 4.50], [1.46, 2.05, 2.12], [1.88, 1.60, 1.05], [-0.02, 2.42, 2.25], [-0.72, 2.24, 1.04], [-0.81, 3.36, 0.19], [-0.24, 3.05, -1.19], [0.41, 2.03, -1.38], [-0.48, 3.95, -2.15], [-0.02, 3.69, -3.51], [-1.28, 5.15, -1.92], [3.72, 0.84, 3.68], [4.21, 2.55, 3.69], [3.96, 1.71, 2.15], [2.37, 2.34, 5.26], [0.80, 1.80, 4.71], [1.26, 3.52, 4.58], [-0.13, 3.43, 2.63], [-0.47, 1.74, 2.98], [-0.28, 4.22, 0.60], [-1.87, 3.64, 0.09], [0.51, 2.75, -3.54], [0.64, 4.49, -3.84], [-0.88, 3.64, -4.19], [-0.97, 5.68, -1.03], [-2.35, 4.92, -1.85], [-1.13, 5.82, -2.77], [2.14, -2.15, 0.92], [2.31, -2.04, 2.31], [1.79, -1.06, 3.13], [2.37, -0.78, 4.16], [0.65, -0.46, 2.83], [1.81, -3.09, 0.70], [3.03, -2.00, 0.45], [3.15, -2.42, 2.70], [-0.27, -3.89, 2.93], [-1.32, -2.40, 2.22], [-2.57, -1.87, 3.63], [-2.34, -3.10, 0.70], [-0.27, -0.84, 1.68], [-0.96, -4.63, 3.33], [0.40, -3.57, 3.73], [0.33, -4.37, 2.15], [-3.15, -2.72, 4.00], [-3.28, -1.12, 3.25], [-2.02, -1.43, 4.46], [-2.99, -3.91, 1.04], [-1.66, -3.49, -0.07], [-2.96, -2.33, 0.23], [-1.03, -0.05, 1.80]],
  "mulliken_charge": [1.425, 0.167, -1.083, 0.665, -0.388, -1.178, 1.035, -1.107, 0.917, -1.303, -0.191, -0.926, -0.116, 0.424, 0.688, -0.189, -0.752, -0.473, -0.823, 0.016, 0.291, 0.438, 0.264, 0.401, 0.397, 0.435, 0.052, 0.484, 0.409, 0.393, 0.369, -0.961, 0.237, -1.028, 1.031, -0.681, -1.869, 0.013, -1.057, 0.620, -0.588, 0.199, -1.089, -0.978, 0.320, 0.424, 0.198, 0.406, 0.315, 0.338, 0.800, 0.396, 0.526, 0.453, 0.294, 0.352, 0.381, 0.335, 0.311, 0.346, -0.412, -0.091, 0.264, -0.768, -0.426, 0.170, 0.326, 0.264, -1.279, 0.418, -1.369, -1.083, -0.259, 0.448, 0.360, 0.312, 0.434, 0.327, 0.397, 0.497, 0.347, 0.139, 0.199],
  "e_above_lowest_kj_mol": 380.8,
  "e_homo_ev": -4.400,
  "homo_lumo_gap_ev": 4.331,
  "e_lumo_ev": -0.0686
}

{
  "formula": "C27H41BF3N5O10Ta",
  "method": "ωB97M-V/def2-TZVPD",
  "symbols": ["C", "C", "C", "Ta", "C", "C", "O", "C", "C", "F", "F", "F", "C", "O", "N", "O", "O", "C", "C", "N", "C", "C", "C", "O", "B", "O", "N", "C", "C", "H", "H", "H", "H", "H", "H", "H", "H", "H", "H", "H", "H", "H", "H", "H", "H", "H", "H", "H", "H", "H", "H", "H", "H", "H", "H", "H", "H", "H", "H", "H", "C", "C", "C", "C", "C", "C", "N", "O", "O", "H", "H", "H", "H", "H", "C", "C", "C", "C", "C", "C", "N", "O", "O", "H", "H", "H", "H", "H"],
  "xyz": [[0.71, 3.75, 3.32], [0.91, 2.66, 2.89], [1.09, 1.30, 2.45], [-0.11, 0.77, 0.52], [-1.19, -0.84, 1.74], [-2.69, -0.68, 1.85], [-3.39, -1.08, 0.68], [-4.64, -0.46, 0.56], [-5.57, -1.35, -0.28], [-6.05, -0.68, -1.37], [-6.67, -1.74, 0.43], [-4.97, -2.47, -0.74], [-1.64, 2.41, 1.10], [-2.97, 2.34, 0.52], [-3.65, 3.52, 0.65], [-4.82, 3.37, 0.57], [1.04, 2.15, -0.48], [0.43, 2.84, -1.55], [1.14, 4.17, -1.74], [0.70, 4.86, -2.96], [1.77, 5.01, -3.94], [2.87, 5.95, -3.44], [3.11, 7.12, -4.38], [4.05, 5.18, -3.24], [-1.26, 0.15, -1.47], [-2.33, 0.79, -2.03], [-0.80, -1.05, -2.27], [0.57, -0.91, -2.76], [-1.00, -2.31, -1.56], [0.47, 4.70, 3.73], [0.93, 0.62, 3.27], [2.13, 1.22, 2.12], [1.15, -0.50, 0.12], [-0.82, -0.76, 2.76], [-0.92, -1.84, 1.42], [-3.04, -1.34, 2.65], [-2.97, 0.32, 2.17], [-4.53, 0.46, -0.01], [-5.09, -0.27, 1.53], [-1.78, 2.35, 2.18], [-1.18, 3.38, 0.93], [-0.62, 3.08, -1.37], [0.51, 2.30, -2.50], [2.22, 4.01, -1.72], [0.88, 4.79, -0.88], [-0.02, 4.29, -3.39], [2.23, 4.05, -4.17], [1.36, 5.39, -4.87], [2.54, 6.34, -2.48], [2.23, 7.75, -4.41], [3.37, 6.74, -5.37], [3.96, 7.69, -4.02], [4.68, 5.69, -2.73], [-2.62, 0.30, -2.82], [1.30, -1.44, -2.14], [0.89, 0.13, -2.83], [0.64, -1.33, -3.77], [-0.08, -2.70, -1.12], [-1.37, -3.07, -2.26], [-1.74, -2.22, -0.77], [7.22, -2.14, -1.48], [7.48, -2.63, -0.20], [6.49, -2.61, 0.76], [5.25, -2.11, 0.43], [4.97, -1.61, -0.83], [5.97, -1.63, -1.79], [4.17, -2.10, 1.44], [4.44, -2.51, 2.55], [3.10, -1.67, 1.08], [8.00, -2.16, -2.23], [8.46, -3.03, 0.04], [6.68, -2.99, 1.76], [3.99, -1.21, -1.06], [5.77, -1.24, -2.78], [-3.36, -4.91, 1.76], [-4.56, -4.57, 2.37], [-4.79, -4.91, 3.69], [-3.81, -5.59, 4.38], [-2.60, -5.94, 3.79], [-2.38, -5.59, 2.47], [-4.04, -5.94, 5.79], [-5.11, -5.65, 6.28], [-3.14, -6.51, 6.39], [-3.19, -4.63, 0.73], [-5.32, -4.04, 1.81], [-5.73, -4.66, 4.17], [-1.85, -6.46, 4.36], [-1.45, -5.85, 1.99]],
  "mulliken_charge": [-0.215, 0.013, -1.460, 1.421, -1.129, -0.937, 0.036, -0.633, 0.960, -0.326, -0.309, -0.218, -1.434, -0.148, 0.085, -0.377, -0.705, 0.085, -0.804, -0.383, -0.677, 0.528, -1.589, -0.570, 0.631, -0.823, -0.142, -0.840, -0.390, 0.407, 0.401, 0.374, -0.189, 0.573, 0.325, 0.421, 0.419, 0.149, 0.418, 0.707, 0.633, 0.310, 0.022, 0.308, 0.201, 0.272, 0.318, 0.448, 0.230, 0.389, 0.360, 0.408, 0.324, 0.281, 0.144, 0.102, 0.367, 0.201, 0.314, -0.193, -0.420, -0.378, -0.509, -0.091, -0.158, -0.517, 1.066, -0.631, -0.574, 0.370, 0.361, 0.455, 0.566, 0.398, -0.395, -0.293, -0.424, 0.112, -0.385, -0.443, 1.008, -0.615, -0.616, 0.334, 0.384, 0.451, 0.447, 0.403],
  "e_homo_ev": -4.366,
  "homo_lumo_gap_ev": 5.680,
  "e_lumo_ev": 1.3143,
  "total_charge": -1
}

{
  "formula": "C27H41F3MgO16S",
  "method": "ωB97M-V/def2-TZVPD",
  "symbols": ["Mg", "C", "C", "O", "H", "H", "H", "H", "H", "C", "F", "F", "F", "S", "O", "O", "O", "O", "C", "O", "C", "C", "C", "H", "H", "H", "H", "H", "H", "O", "C", "O", "C", "C", "C", "H", "H", "H", "H", "H", "H", "O", "C", "O", "C", "C", "C", "H", "H", "H", "H", "H", "H", "O", "C", "O", "C", "C", "C", "H", "H", "H", "H", "H", "H", "O", "C", "O", "C", "C", "C", "H", "H", "H", "H", "H", "H", "O", "C", "O", "C", "C", "C", "H", "H", "H", "H", "H", "H"],
  "xyz": [[-3.01, 18.63, -9.96], [-4.81, 15.00, -10.38], [-5.36, 16.40, -10.67], [-4.52, 17.44, -10.26], [-4.37, 14.88, -9.39], [-3.99, 14.77, -11.07], [-5.60, 14.24, -10.38], [-6.33, 16.57, -10.18], [-5.63, 16.38, -11.73], [-4.42, 20.60, -6.23], [-4.59, 21.47, -7.26], [-4.03, 21.21, -5.13], [-5.57, 19.96, -6.10], [-3.15, 19.30, -6.77], [-1.79, 19.78, -6.49], [-3.44, 18.13, -5.98], [-3.50, 19.18, -8.22], [-2.16, 18.24, -11.87], [-2.21, 17.56, -12.89], [-1.07, 17.17, -13.46], [-1.39, 16.38, -14.59], [-2.82, 16.71, -14.92], [-3.41, 17.00, -13.61], [-1.33, 15.34, -14.27], [-0.68, 16.54, -15.40], [-3.33, 15.90, -15.43], [-2.83, 17.61, -15.53], [-3.61, 16.02, -13.16], [-4.22, 17.72, -13.63], [-3.63, 13.44, -6.50], [-4.70, 14.06, -6.67], [-5.75, 13.58, -7.39], [-6.86, 14.36, -7.45], [-6.70, 15.34, -6.22], [-5.17, 15.33, -5.93], [-7.68, 13.67, -7.22], [-6.89, 14.80, -8.45], [-7.28, 14.98, -5.37], [-7.07, 16.33, -6.48], [-4.73, 15.35, -4.93], [-4.66, 16.11, -6.50], [-8.70, 16.96, -9.02], [-8.81, 18.15, -8.84], [-10.06, 18.71, -8.85], [-9.99, 20.07, -8.47], [-8.58, 20.16, -7.87], [-7.73, 19.17, -8.64], [-10.77, 20.42, -7.80], [-10.04, 20.80, -9.27], [-8.55, 19.78, -6.85], [-8.16, 21.16, -7.94], [-6.90, 18.71, -8.11], [-7.57, 19.49, -9.67], [-1.84, 17.16, -8.89], [-1.59, 16.07, -8.43], [-1.46, 14.93, -9.28], [-1.25, 13.76, -8.63], [-0.74, 14.24, -7.26], [-1.24, 15.65, -7.04], [-0.49, 13.12, -9.07], [-2.14, 13.18, -8.43], [0.34, 14.27, -7.43], [-0.95, 13.48, -6.52], [-0.49, 16.33, -6.63], [-2.03, 15.86, -6.31], [-3.96, 20.30, -10.87], [-4.68, 20.89, -11.66], [-4.67, 20.51, -12.94], [-5.57, 21.27, -13.71], [-6.22, 22.26, -12.71], [-5.57, 22.06, -11.39], [-6.23, 20.62, -14.28], [-4.97, 21.89, -14.37], [-7.28, 22.02, -12.80], [-6.13, 23.28, -13.09], [-6.21, 21.99, -10.51], [-4.81, 22.82, -11.21], [-1.94, 10.41, -9.29], [-2.22, 10.49, -10.48], [-1.61, 9.61, -11.30], [-1.67, 9.99, -12.63], [-2.57, 11.26, -12.72], [-3.03, 11.48, -11.25], [-2.09, 9.15, -13.18], [-0.68, 10.28, -12.99], [-3.45, 11.11, -13.34], [-1.99, 12.14, -13.00], [-4.11, 11.30, -11.20], [-2.88, 12.51, -10.94]],
  "mulliken_charge": [2.470, -0.433, 0.099, -1.281, -0.280, -0.072, 0.560, -0.228, 0.190, 0.563, -0.234, -0.197, -0.197, 1.376, -0.729, -0.652, 1.186, -0.922, 0.023, -0.346, -0.393, -0.717, 0.399, 0.167, 0.361, 0.353, 0.282, -0.141, 0.299, -0.649, 0.444, -0.353, -0.109, -0.506, 0.314, 0.373, 0.044, 0.311, 0.100, 0.445, -0.388, -0.536, 0.155, -0.371, -0.508, -0.601, 0.608, 0.358, 0.259, 0.306, 0.363, -0.018, -0.066, -1.034, -0.222, -0.248, 0.031, -0.998, -0.167, 0.343, 0.088, 0.421, 0.324, 0.495, 0.019, -0.853, 0.078, -0.235, -0.485, -0.632, -0.109, 0.360, 0.265, 0.239, 0.318, 0.253, 0.283, -0.576, 0.395, -0.365, -0.434, -0.454, 0.697, 0.285, 0.271, 0.333, 0.099, 0.286, -0.554],
  "e_homo_ev": -7.550,
  "homo_lumo_gap_ev": 7.516,
  "e_lumo_ev": -0.0337
}

{
  "formula": "C27H41N2PReSi2",
  "method": "ωB97M-V/def2-TZVPD",
  "symbols": ["Re", "N", "C", "C", "N", "H", "H", "H", "H", "H", "H", "H", "H", "C", "C", "C", "C", "C", "C", "P", "C", "C", "C", "C", "C", "C", "C", "C", "C", "C", "C", "C", "H", "H", "H", "H", "H", "H", "H", "H", "H", "H", "H", "H", "H", "H", "C", "Si", "C", "C", "C", "Si", "C", "C", "C", "H", "H", "H", "H", "H", "H", "H", "H", "H", "H", "H", "H", "H", "H", "H", "H", "H", "H", "H"],
  "xyz": [[-0.05, 1.22, 0.08], [1.83, 2.73, 0.01], [1.35, 4.12, 0.17], [0.29, 4.13, 1.28], [-0.79, 3.20, 0.90], [2.40, 2.49, 0.82], [2.44, 2.67, -0.80], [0.90, 4.44, -0.77], [2.16, 4.80, 0.42], [-0.10, 5.14, 1.41], [0.74, 3.80, 2.22], [-1.32, 3.60, 0.12], [-1.44, 3.11, 1.68], [5.14, -4.42, -0.48], [3.99, -4.10, -1.19], [3.35, -2.89, -0.98], [3.86, -1.99, -0.04], [5.03, -2.31, 0.66], [5.65, -3.53, 0.45], [3.12, -0.34, 0.21], [1.93, -0.25, -1.20], [2.37, 0.35, -2.38], [1.59, 0.34, -3.52], [0.35, -0.29, -3.52], [-0.10, -0.90, -2.37], [0.65, -0.87, -1.18], [2.03, -0.41, 1.67], [2.55, -1.05, 2.80], [1.91, -0.95, 4.02], [0.77, -0.17, 4.15], [0.24, 0.45, 3.03], [0.83, 0.34, 1.77], [5.64, -5.36, -0.66], [3.58, -4.79, -1.91], [2.46, -2.65, -1.54], [5.46, -1.60, 1.35], [6.55, -3.77, 0.99], [3.35, 0.81, -2.39], [1.96, 0.79, -4.43], [-0.24, -0.32, -4.42], [-1.04, -1.43, -2.38], [0.39, -1.55, -0.37], [3.45, -1.63, 2.71], [2.32, -1.47, 4.88], [0.31, -0.04, 5.11], [-0.66, 1.04, 3.14], [-1.84, -1.85, 2.41], [-2.73, -1.21, 0.86], [-4.51, -0.69, 1.28], [-2.72, -2.63, -0.41], [-2.09, 0.58, 0.26], [-3.00, 1.24, -1.35], [-4.32, 2.52, -0.86], [-1.68, 2.23, -2.36], [-3.81, -0.05, -2.48], [-2.31, -2.78, 2.72], [-1.92, -1.16, 3.25], [-0.78, -2.06, 2.26], [-5.08, -1.54, 1.62], [-5.03, -0.28, 0.42], [-4.54, 0.06, 2.07], [-2.81, -3.58, 0.12], [-1.83, -2.70, -1.02], [-3.58, -2.57, -1.08], [-2.54, 1.16, 1.07], [-3.95, 3.37, -0.29], [-5.14, 2.09, -0.29], [-4.76, 2.93, -1.77], [-1.93, 3.29, -2.37], [-1.67, 1.90, -3.39], [-0.64, 2.13, -2.01], [-4.63, -0.54, -1.98], [-3.14, -0.82, -2.84], [-4.23, 0.45, -3.36]],
  "lowdin_spin": [2.617, 0.033, 0.002, 0.002, 0.004, 0.003, 0.004, 0.000, -0.001, -0.001, 0.000, 0.004, 0.004, -0.001, 0.000, 0.000, 0.002, 0.000, 0.000, 0.013, -0.005, 0.032, -0.006, 0.021, 0.007, 0.017, 0.041, -0.008, 0.048, -0.008, 0.040, -0.026, 0.000, 0.000, 0.000, 0.000, 0.000, 0.002, -0.001, 0.001, 0.000, 0.005, -0.001, 0.002, -0.001, 0.002, 0.002, 0.026, 0.006, 0.004, 0.050, 0.016, 0.003, 0.012, 0.004, 0.001, 0.000, 0.000, 0.001, 0.000, 0.000, 0.001, 0.000, 0.000, 0.014, 0.000, 0.000, 0.000, 0.001, 0.000, 0.009, 0.000, 0.000, 0.000],
  "e_above_lowest_kj_mol": 93.8,
  "e_homo_ev": [-13.576, -13.604],
  "homo_lumo_gap_ev": [6.527, 6.077],
  "spin_multiplicity": 4,
  "e_lumo_ev": [-7.0496, -7.5270],
  "total_charge": 2
}

{
  "formula": "C27H41NO4PPdSSi3",
  "method": "ωB97M-V/def2-TZVPD",
  "symbols": ["Pd", "C", "Si", "C", "C", "C", "Si", "C", "C", "C", "Si", "C", "C", "C", "C", "C", "C", "C", "N", "H", "H", "H", "H", "H", "H", "H", "H", "H", "H", "H", "H", "H", "H", "H", "H", "H", "H", "H", "H", "H", "H", "H", "H", "H", "H", "H", "H", "O", "S", "O", "O", "O", "C", "P", "C", "C", "C", "C", "C", "C", "C", "C", "C", "C", "C", "C", "H", "H", "H", "H", "H", "H", "H", "H", "H", "H", "H", "H", "H"],
  "xyz": [[0.29, 0.06, -0.05], [2.66, 0.94, -2.91], [3.03, 1.49, -1.15], [4.93, 1.26, -0.92], [3.32, 3.45, -1.49], [1.42, 1.99, -0.11], [1.55, 1.91, 1.75], [1.57, 0.28, 2.67], [3.16, 2.74, 2.27], [0.20, 2.90, 2.65], [0.10, 2.96, -0.90], [-0.14, 2.80, -2.75], [0.16, 4.81, -0.56], [-1.53, 2.32, -0.18], [-2.79, 2.86, -0.44], [-3.91, 2.32, 0.15], [-3.76, 1.25, 1.01], [-2.49, 0.73, 1.20], [-1.41, 1.23, 0.62], [3.22, 0.01, -3.11], [2.96, 1.70, -3.64], [1.61, 0.69, -3.08], [5.49, 1.84, -1.66], [5.18, 0.20, -1.02], [5.26, 1.58, 0.08], [4.17, 3.58, -2.17], [3.55, 3.98, -0.55], [2.45, 3.95, -1.95], [2.34, -0.39, 2.29], [0.62, -0.26, 2.59], [1.75, 0.48, 3.73], [4.02, 2.27, 1.77], [3.30, 2.67, 3.35], [3.16, 3.80, 1.99], [-0.59, 2.23, 3.02], [-0.28, 3.66, 2.03], [0.64, 3.41, 3.52], [0.80, 2.94, -3.29], [-0.86, 3.55, -3.10], [-0.52, 1.80, -3.00], [1.08, 5.22, -0.99], [0.16, 5.04, 0.51], [-0.69, 5.33, -1.03], [-2.86, 3.72, -1.10], [-4.90, 2.73, -0.05], [-4.60, 0.80, 1.52], [-2.33, -0.12, 1.86], [2.02, -2.20, 0.57], [2.44, -1.54, -0.67], [3.54, -2.17, -1.36], [2.87, -0.11, -0.23], [1.27, -1.33, -1.59], [-1.56, -2.08, -2.06], [-1.14, -2.10, -0.27], [-0.39, -3.76, -0.05], [0.09, -4.10, 1.21], [0.60, -5.37, 1.45], [0.67, -6.30, 0.42], [0.24, -5.94, -0.85], [-0.29, -4.68, -1.09], [-2.83, -2.46, 0.41], [-3.05, -3.26, 1.53], [-4.33, -3.46, 2.04], [-5.43, -2.85, 1.44], [-5.23, -2.04, 0.33], [-3.94, -1.85, -0.17], [-2.30, -2.85, -2.31], [-0.64, -2.22, -2.62], [-1.95, -1.10, -2.32], [0.11, -3.35, 1.99], [0.97, -5.62, 2.44], [1.07, -7.28, 0.60], [0.33, -6.64, -1.67], [-0.61, -4.42, -2.09], [-2.22, -3.77, 2.01], [-4.48, -4.10, 2.90], [-6.43, -3.00, 1.83], [-6.07, -1.56, -0.16], [-3.81, -1.21, -1.03]],
  "mulliken_charge": [-0.004, -1.475, 1.576, -1.428, -1.530, 0.549, 1.263, -1.157, -1.268, -1.138, -0.072, -1.168, -1.201, 0.584, -0.798, -0.705, -0.955, -0.827, 0.806, 0.423, 0.458, 0.184, 0.329, 0.287, 0.310, 0.462, 0.201, 0.253, 0.247, 0.131, 0.529, 0.201, 0.371, 0.227, 0.226, 0.172, 0.425, 0.291, 0.380, 0.194, 0.382, 0.376, 0.357, 0.397, 0.421, 0.526, 0.677, -0.562, 0.946, -0.808, -0.419, -0.681, -2.104, 1.636, 0.745, -0.572, -0.765, -0.564, -0.638, -0.784, 0.583, -0.421, -0.680, -0.514, -0.732, -0.341, 0.490, 0.542, 0.389, 0.440, 0.394, 0.359, 0.389, 0.300, 0.366, 0.418, 0.375, 0.416, 0.306],
  "e_above_lowest_kj_mol": 121.3,
  "e_homo_ev": [-4.508, -4.508],
  "homo_lumo_gap_ev": [6.615, 6.622],
  "e_lumo_ev": [2.1065, 2.1138],
  "total_charge": -1
}